# 1
Here is a molecular structure, C39H76F3O37Rb in a non-equilibrium geometry from the Open Molecules 2025 dataset. Energies are from the ωB97M-V functional and the def2-TZVPD basis.

* E_LUMO: 2.37 eV
* total energy: -4638.77971 Ha
* 2S+1: 1
* molar mass: 1279.46 g/mol
* charge: -2
* HOMO level: 0.9 eV

Structure (XYZ):
```
156
C39H76F3O37Rb | the Open Molecules 2025 dataset | the ωB97M-V functional and the def2-TZVPD basis
Rb -0.9923 2.9743 5.1800
C 0.4914 1.5913 -0.5767
O -0.8100 1.9060 -0.0417
O 1.4320 2.2745 0.2420
C 0.3494 0.0105 -0.5921
F -0.5485 -0.4250 -1.4997
F 1.5096 -0.5794 -0.9440
F 0.0030 -0.5579 0.6231
C -1.8771 2.3308 -0.8982
C -3.0185 2.8516 -0.0637
H -2.9245 3.8617 0.3349
H -3.7764 2.8946 -0.8459
H -3.4032 2.1422 0.6691
H -2.2016 1.4383 -1.4332
H -1.5844 2.9878 -1.7173
H 0.5071 1.9664 -1.6000
O -1.3982 8.7851 6.5829
C -2.7037 9.0971 7.1158
C -4.0064 8.0919 7.3157
O -3.9348 6.8588 7.9481
H -3.0758 9.9396 6.5327
H -2.4803 9.5618 8.0761
H -4.1390 7.9720 6.2405
H -4.8377 8.6820 7.7014
C -8.8385 11.6605 -1.5003
O -9.9207 11.4532 -2.4199
C -10.3584 12.4916 -3.1541
O -9.9301 13.5968 -3.0601
O -11.4343 12.1476 -3.8020
C -12.2964 13.1040 -4.4087
H -9.0525 12.3357 -0.6718
H -7.9076 12.0796 -1.8823
H -8.3839 10.7182 -1.1943
H -11.8505 13.4310 -5.3480
H -12.4528 14.0052 -3.8159
H -13.2633 12.6360 -4.5939
C -4.7786 -9.9299 2.2317
O -5.4550 -8.8408 1.7363
C -4.7399 -7.6947 1.3771
O -3.5101 -7.5859 1.4277
O -5.5798 -6.9574 0.7063
C -5.0866 -5.7085 0.0838
H -4.1151 -9.6832 3.0605
H -4.1885 -10.4063 1.4488
H -5.5101 -10.6411 2.6153
H -5.8213 -4.9037 0.0598
H -4.5961 -5.8235 -0.8828
H -4.1945 -5.2740 0.5348
C 9.7277 6.2676 -2.6198
O 8.5837 6.0881 -3.4581
C 7.3775 6.6316 -3.0862
O 7.2564 7.3195 -2.0901
O 6.4134 6.4199 -4.0682
C 4.9793 6.7081 -3.8553
H 9.6694 5.5744 -1.7806
H 9.7334 7.3216 -2.3423
H 10.6565 6.0411 -3.1435
H 4.6785 6.6595 -2.8088
H 4.2851 6.0714 -4.4038
H 4.8620 7.7377 -4.1931
C 6.0871 -5.8676 4.1699
O 7.1049 -6.3096 5.0058
C 8.2813 -5.7772 5.0077
O 8.5631 -4.7366 4.4258
O 9.0062 -6.3834 5.8398
C 10.2618 -5.8762 6.3160
H 5.2985 -6.5236 3.8013
H 6.3534 -5.4604 3.1945
H 5.6004 -5.0585 4.7146
H 10.5393 -6.5842 7.0969
H 10.2437 -4.9135 6.8267
H 11.0336 -5.8132 5.5488
C 4.8981 -12.7320 -4.1986
O 4.4153 -11.3762 -4.0006
C 3.1431 -11.1187 -3.6591
O 2.2583 -11.9718 -3.4236
O 3.0464 -9.7997 -3.4114
C 2.1076 -9.2298 -2.5666
H 5.9825 -12.8419 -4.1910
H 4.6410 -13.1044 -5.1902
H 4.5163 -13.4915 -3.5164
H 2.2003 -9.6925 -1.5840
H 1.0886 -9.4610 -2.8769
H 2.3298 -8.1657 -2.4860
C 15.2524 0.0056 -1.7907
O 14.0748 0.3268 -1.0565
C 12.9089 -0.1544 -1.5355
O 12.7307 -0.6945 -2.5677
O 12.0040 0.1340 -0.5559
C 10.6823 -0.0783 -0.7397
H 15.2815 -0.9292 -2.3506
H 16.0854 0.0647 -1.0902
H 15.4132 0.9038 -2.3869
H 10.1217 0.8236 -0.4942
H 10.4331 -0.8708 -0.0340
H 10.3834 -0.3916 -1.7400
C -10.7997 3.4448 0.1808
O -10.4857 4.6912 0.7087
C -10.7978 5.1155 1.8966
O -11.1304 4.3684 2.8045
O -10.4564 6.4205 2.0050
C -10.3464 7.0491 3.3055
H -10.9468 3.4697 -0.8989
H -11.7488 3.0420 0.5344
H -10.0623 2.7261 0.5384
H -9.7660 6.4245 3.9846
H -11.3164 7.2296 3.7688
H -9.8266 8.0006 3.1933
C -4.7176 -4.5280 -7.5331
O -5.5108 -4.1182 -8.6480
C -6.6220 -3.4892 -8.3133
O -7.0065 -3.2508 -7.1898
O -7.2712 -3.1429 -9.4901
C -8.5018 -2.4625 -9.3884
H -4.2355 -3.7211 -6.9811
H -3.8827 -5.1474 -7.8607
H -5.2757 -5.1070 -6.7973
H -8.5228 -1.4834 -8.9098
H -9.2346 -3.1467 -8.9606
H -8.8296 -2.2891 -10.4133
C -7.6028 -0.9345 6.8286
O -6.8453 -2.0515 6.5153
C -5.4700 -2.0960 6.8380
O -4.8063 -1.2647 7.4196
O -4.9556 -3.2212 6.3006
C -3.6098 -3.5597 6.6026
H -8.6590 -1.1685 6.6947
H -7.2938 -0.1197 6.1739
H -7.4900 -0.5922 7.8573
H -2.9637 -2.9835 5.9403
H -3.3448 -4.5621 6.2662
H -3.3147 -3.4613 7.6473
C 6.6831 -1.9198 10.0764
O 5.3088 -1.9483 9.5716
C 4.9291 -1.3948 8.3831
O 3.7740 -1.4153 7.8813
O 5.9497 -0.8105 7.7840
C 5.6394 -0.0672 6.6891
H 7.3328 -2.2661 9.2726
H 6.7211 -2.5942 10.9319
H 6.8862 -0.8584 10.2188
H 5.0604 -0.6223 5.9510
H 6.5372 0.1886 6.1265
H 5.1655 0.8905 6.9046
C 5.3095 0.3612 -7.0765
O 5.0543 -0.8223 -7.7588
C 3.8672 -0.9400 -8.2526
O 2.8869 -0.1968 -8.0299
O 3.9529 -1.9195 -9.1662
C 2.8404 -2.0793 -10.0735
H 5.1468 1.1692 -7.7898
H 6.3394 0.4697 -6.7364
H 4.6917 0.4711 -6.1852
H 1.9060 -2.2516 -9.5393
H 3.0671 -2.9268 -10.7204
H 2.6895 -1.1557 -10.6324
```


# 2
Here is a molecular structure, C39H77AsHgO4PSi in a non-equilibrium geometry from the Open Molecules 2025 dataset. Energies are from the ωB97M-V functional and the def2-TZVPD basis.

* E_LUMO (alpha / beta): 3.23 / 3.23 eV
* total energy: -4852.46594 Ha
* 2S+1: 2
* molar mass: 944.61 g/mol
* charge: -2
* HOMO level (alpha / beta): 0.4 / 0.5 eV

Structure (XYZ):
```
124
C39H77AsHgO4PSi | the Open Molecules 2025 dataset | the ωB97M-V functional and the def2-TZVPD basis
Hg 1.5125 -1.5466 -2.9623
O 1.5744 2.8882 -2.6459
H 1.1341 2.1528 -2.2581
H 2.3093 3.1781 -2.0234
O -7.8941 3.0514 4.3739
H -7.0840 3.1613 3.7968
H -8.3329 3.8475 4.0171
O -8.9936 -1.3637 0.7890
C -0.8373 -2.4747 -6.0500
C -0.2523 -2.5429 -7.4093
C 0.8662 -3.4967 -7.4843
C -0.0812 -1.5839 -8.3421
Si 0.1753 -1.0849 -5.1997
C -2.2603 0.3394 -5.8241
C -1.7534 1.5999 -6.5090
C -1.4945 -0.2584 -4.8080
C -3.5320 -0.3417 -6.2493
C 1.6484 -0.0580 -6.0303
C 1.4818 0.7330 -7.3005
C 1.8283 1.0714 -4.9678
C 2.9612 -0.9185 -5.9096
H -1.9075 -2.3263 -6.1669
H 11.0726 -7.4584 -1.3260
H -0.3683 -3.1987 -5.4399
H 1.7255 -3.2437 -6.8472
H 1.1113 -3.6105 -8.5171
H 0.6097 -4.4926 -7.0799
H 10.4505 -9.0861 -1.4050
H 0.6233 -1.7960 -9.1407
H -0.7573 -0.7669 -8.6452
H -0.6758 1.3661 -6.7427
H -1.7992 2.5136 -5.8990
H -2.2949 1.6774 -7.4347
H -0.9512 0.5396 -4.2432
H -8.0116 -1.7007 0.8696
H -1.8830 -0.5433 -3.8136
H -4.2111 0.4079 -6.7279
H -4.1616 -0.6969 -5.3992
H -3.3006 -1.1825 -6.9049
H 0.5316 0.6079 -7.8372
H 2.1762 0.3353 -8.0609
H 1.6839 1.7968 -7.0955
H 1.1038 1.9309 -5.1311
H 2.7874 1.5165 -5.0482
H 1.7678 0.7382 -3.9372
H 3.4332 -0.7519 -4.9348
H 3.6195 -0.6784 -6.7410
H 2.7605 -1.9563 -5.9796
O -0.2393 0.7126 3.2921
P -0.8794 1.5720 4.3733
C -2.6344 0.7070 4.7134
C -2.7726 -0.8274 4.4547
C -2.7465 -1.3292 3.0050
C -3.9402 -0.7234 2.2157
C -3.8009 0.8225 2.3822
C -3.8395 1.2728 3.8607
C 0.1185 2.1714 5.9838
C 1.5594 1.0596 6.0132
C 1.9874 0.6106 7.1736
C 1.3896 1.2722 8.5105
C -0.1733 1.7954 8.5423
C -0.6337 2.6559 7.2155
C -4.4977 5.7852 1.4690
C -4.6991 7.0274 0.9782
C -4.9103 8.2502 1.8604
C -5.4420 7.8780 3.2571
C -4.5783 6.8697 3.9835
C -4.4707 5.6764 2.9808
H -2.8097 0.9115 5.7874
H -3.7223 -1.0597 4.9448
H -1.9563 -1.2626 5.0696
H -2.6518 -2.4126 2.9606
H -1.8073 -0.8536 2.6007
H -4.8863 -1.1350 2.5925
H -3.8247 -0.9620 1.1292
H -4.5572 1.3482 1.8194
H -2.9575 1.2025 1.8409
H -4.7409 0.8439 4.2788
H -3.8134 2.3960 3.9146
H 0.6362 3.1491 5.7499
H 2.4507 1.7209 5.6000
H 1.5523 0.2058 5.2151
H 2.2654 1.8224 9.0584
H 1.1508 0.6719 9.4018
H 2.1917 -6.4361 -0.1471
H 2.9048 -6.7545 -0.5652
H -0.2409 2.6267 9.2577
H -0.7982 0.8601 8.6889
H -0.4417 3.7314 7.2553
H -1.7247 2.5854 7.0727
H -4.6057 4.9528 0.7471
H -4.7836 7.2431 -0.0549
H -9.4928 -1.6182 -0.0434
H -5.7153 8.8388 1.4803
H -3.9507 8.9441 1.8665
H -6.4635 7.5243 3.1403
H -5.4970 8.8043 3.8421
H -5.0543 6.4699 4.9186
H -3.6067 7.2874 4.2422
H -5.2036 4.8571 3.2036
H -3.5323 5.1480 3.2679
C 2.6211 -0.4567 7.6946
As 0.0912 -1.6024 -0.8035
C -1.4874 -2.3235 -1.6422
C 11.2265 -6.8133 -0.4959
C 9.8233 -6.2092 -0.0548
C 9.7494 -5.8511 1.3264
C 8.7690 -4.9600 1.6576
C 7.7954 -4.3991 0.8233
C 7.9320 -4.7726 -0.5310
C 8.8107 -5.7439 -0.9775
H 2.6430 -1.4081 7.2325
H 11.0662 -9.6714 -1.3775
H 3.1192 -0.3194 8.6133
H -2.1268 -2.7281 -0.8574
H -1.0800 -3.1036 -2.2612
H -2.0398 -1.6584 -2.2695
H 12.0793 -6.3282 -0.8911
H 11.4138 -7.4376 0.3684
H 10.3930 -6.3668 2.0663
H 8.9375 -4.6261 2.6703
H 6.8267 -4.0952 1.2391
H 7.4762 -4.1906 -1.3268
H 8.7389 -6.1391 -1.9788
```


# 3
Here is 16 unconnected molecules or ions with the total composition C39H77BCl30FN2O9P in a non-equilibrium geometry from the Open Molecules 2025 dataset. Energies are from the ωB97M-V functional and the def2-TZVPD basis.

* E_LUMO: -0.16 eV
* total energy: -16590.74632 Ha
* 2S+1: 1
* molar mass: 1842.42 g/mol
* HOMO level: -8.1 eV

Structure (XYZ):
```
160
C39H77BCl30FN2O9P | the Open Molecules 2025 dataset | the ωB97M-V functional and the def2-TZVPD basis
C 3.4638 -3.9129 1.9986
C 3.7230 -3.4093 0.5054
C 4.3265 -1.9676 0.5968
C 4.4088 -1.1998 -0.7735
C 4.7985 -2.1058 -2.0078
C 3.5254 -2.6700 -2.7402
C 3.1832 -1.8904 -4.0647
C 2.2532 -0.6291 -3.8097
C 0.7867 -1.2221 -3.6410
C -0.1234 -0.2426 -2.8114
N 0.2760 -0.1883 -1.4111
C -0.3182 1.0050 -0.8094
C -0.2585 0.8624 0.7635
C 0.3443 -0.5028 1.2712
F 0.5612 -0.2724 2.6692
C 0.3404 2.3851 -1.1786
B 1.9139 2.4935 -0.9782
O 2.5304 3.7178 -1.3588
O 2.7478 1.5130 -0.4236
C -1.8474 1.1656 -1.2498
N -2.4778 -0.0873 -1.7649
C -2.6121 -1.0493 -0.6140
C -3.8687 -1.9733 -0.6056
C -3.4365 -3.3384 0.0949
C -4.4263 -3.7883 1.2301
O -3.8160 -3.7480 2.5447
C -2.9055 -4.7703 2.7248
C -1.4245 -4.3393 2.9782
O -3.1713 -5.9286 2.7204
C -3.7740 0.3262 -2.3880
P -4.9818 1.1743 -1.2796
O -4.7735 1.0554 0.1844
O -5.0357 2.7536 -1.7403
O -6.4833 0.5602 -1.6093
C -1.6608 -0.6405 -2.9172
C -1.8299 -2.1834 -3.0913
O -2.6228 -2.5412 -3.9989
O -1.2637 -3.0461 -2.3779
H 4.0833 -3.2572 2.6548
H 3.8516 -4.9527 2.1253
H 2.3825 -3.8445 2.2345
H 4.4665 -4.0819 0.0278
H 2.7334 -3.4405 -0.0003
H 3.6246 -1.3734 1.2439
H 5.3011 -1.9614 1.1400
H 3.3879 -0.8026 -0.9764
H 5.1700 -0.3872 -0.7233
H 5.3050 -1.4274 -2.7405
H 5.5029 -2.9098 -1.7064
H 2.6362 -2.7607 -2.0700
H 3.7635 -3.7231 -3.0417
H 2.5507 -2.5940 -4.6656
H 4.0826 -1.6527 -4.6706
H 2.5843 -0.0950 -2.8826
H 2.3369 0.0383 -4.6981
H 0.3809 -1.2922 -4.6738
H 0.9188 -2.2003 -3.1418
H -0.0335 0.7445 -3.3549
H 1.2756 -0.2856 -1.2578
H -1.2581 0.9315 1.2596
H 0.3669 1.6429 1.2625
H -0.3645 -1.3503 1.2102
H 1.3481 -0.7158 0.8496
H -0.1251 3.1919 -0.5489
H 0.1153 2.6539 -2.2412
H 2.3075 4.3141 -0.6107
H 3.0669 1.7473 0.4618
H -2.3618 1.6341 -0.3878
H -1.8567 1.8944 -2.0990
H -2.6830 -0.4199 0.3079
H -1.6663 -1.6201 -0.4791
H -4.6350 -1.5275 0.0612
H -4.2439 -2.2631 -1.6082
H -2.4166 -3.2923 0.5330
H -3.4245 -4.1425 -0.6747
H -4.6754 -4.8627 1.0412
H -5.3561 -3.1781 1.2294
H -0.9820 -4.8462 3.8584
H -0.8180 -4.5394 2.0664
H -1.3939 -3.2366 3.1685
H -3.5763 1.0502 -3.2178
H -4.2951 -0.5243 -2.8884
H -5.4181 3.2481 -0.9911
H -6.9023 0.3975 -0.7422
H -1.9786 -0.1917 -3.9136
C 2.4682 7.3947 0.2386
Cl 1.9126 5.8976 1.0058
Cl 3.6670 7.0656 -1.0126
H 1.6162 7.8954 -0.2118
H 2.9141 8.0306 0.9966
C 5.2742 7.4471 3.5566
Cl 4.3370 8.8687 3.0786
Cl 5.4899 6.3260 2.2042
H 6.2533 7.7734 3.8982
H 4.7511 6.9342 4.3585
C 4.4276 -7.2258 4.3089
Cl 4.9255 -7.1620 2.6086
Cl 3.4770 -5.8080 4.7474
H 3.8260 -8.1156 4.4657
H 5.3163 -7.2643 4.9369
C -1.4999 1.0187 -6.5715
Cl -1.9694 -0.5118 -5.8190
Cl -0.3362 0.7751 -7.8780
H -2.3980 1.4784 -6.9733
H -1.0527 1.6632 -5.8172
C 6.0057 -8.0169 8.3246
Cl 6.4973 -7.9544 6.6253
Cl 5.0499 -6.6008 8.7701
H 5.4080 -8.9094 8.4834
H 6.8956 -8.0511 8.9456
C 1.8304 1.8685 4.6798
Cl 1.7896 3.2796 5.7420
Cl 2.9296 2.1205 3.3225
H 2.1592 1.0023 5.2454
H 0.8306 1.6983 4.2921
C 4.1112 -10.9133 2.1188
Cl 3.7074 -12.4967 1.4473
Cl 3.6488 -10.7988 3.8230
H 5.1825 -10.7582 2.0353
H 3.5815 -10.1479 1.5598
C -1.1821 5.5048 5.9227
Cl -1.4475 7.0122 5.0376
Cl -1.6070 5.6762 7.6299
H -1.7985 4.7264 5.4824
H -0.1335 5.2328 5.8443
C -7.4199 -2.5773 4.0427
Cl -6.7834 -1.2154 3.1121
Cl -8.0559 -3.8399 2.9828
H -6.6184 -2.9946 4.6451
H -8.2198 -2.2206 4.6845
C 8.4774 9.1463 2.2675
Cl 8.2622 10.7275 1.5122
Cl 8.1431 9.2106 4.0051
H 7.7943 8.4389 1.8043
H 9.5030 8.8220 2.1201
C -4.1298 -0.1795 -9.6314
Cl -4.1236 1.1324 -8.4468
Cl -3.1263 0.2092 -11.0347
H -3.7421 -1.0783 -9.1602
H -5.1499 -0.3459 -9.9640
C -6.1723 -1.4310 -4.8660
Cl -5.6164 -0.0091 -5.7629
Cl -6.8007 -2.6697 -5.9555
H -5.3332 -1.8460 -4.3102
H -6.9612 -1.1299 -4.1822
C -2.1455 3.7163 -11.2958
Cl -2.4904 5.3005 -12.0020
Cl -2.4272 3.7111 -9.5521
H -2.7933 2.9772 -11.7570
H -1.1056 3.4667 -11.4837
C -3.0007 5.0794 1.8411
Cl -2.1393 3.6246 2.3572
Cl -3.2406 5.0938 0.0885
H -3.9702 5.1053 2.3295
H -2.4189 5.9515 2.1248
C -4.7536 7.6146 8.2649
Cl -5.0173 9.1240 7.3828
Cl -5.1798 7.7848 9.9721
H -5.3706 6.8372 7.8242
H -3.7049 7.3418 8.1894
```


Question: Look up the 2S+1 of the third one.
Answer: 1